The following is a quantum chemistry calculation of 2 unconnected molecules or ions with the total composition C5H12NO at a distorted geometry, from the OMol25 dataset.

The calculation puts the HOMO energy (spin up / spin down) at -15.276 / -13.538 eV. The total charge is +1. As for the calculated total energy: -8903.5623 eV. Its LUMO energy (spin up / spin down) is -0.181 / -0.261 Ha. The frontier orbital gap (spin up / spin down) is 10.3 / 6.4 eV.

CARTESIAN COORDINATES (ANGSTROEM)
C 0.50436 -0.05535 -1.84457
H 0.65796 -0.02978 1.87212
H 0.45077 -3.31348 0.95680
H -1.00214 0.05287 2.42469
H 0.29781 1.12565 -1.93915
H -0.10942 2.53474 -0.07675
N -0.05622 -0.31176 -0.61614
H 0.17580 -0.54843 -2.73905
H -1.38587 1.91211 -1.28151
H -0.19327 1.54615 2.11074
C -0.72861 0.52745 0.27782
H -1.81972 2.29112 0.39130
C 1.09375 -2.63556 0.45772
O -1.36382 -0.52328 -0.36846
H 1.29324 -2.51127 -0.53544
C -1.00345 1.95704 -0.20008
H 1.95943 -2.39401 1.14005
H 1.52730 -0.09763 -1.76970
C -0.29789 0.47340 1.73961


The following is a quantum chemistry calculation of a gas-phase ion, C5H12NO (charge +1) at a distorted geometry, from the OMol25 dataset.

The calculation puts the HOMO energy at -14.377 eV. The total charge is +1. As for the calculated total energy: -8908.2645 eV. Its LUMO energy is -0.193 Ha. The frontier orbital gap is 9.1 eV.

CARTESIAN COORDINATES (ANGSTROEM)
C -1.33374 -0.36746 -2.16313
H -0.89844 2.01916 1.74650
C 0.83147 -0.15407 -1.19120
H -1.06120 0.20527 -0.30264
H 0.51400 0.64853 2.94951
C 0.44542 0.66836 1.81973
H -0.75914 -1.05207 1.43991
H 1.48096 0.89448 1.40760
H 1.06684 -0.40770 -2.26606
H 1.22092 0.88302 -1.01112
N -0.64386 0.17040 -1.20889
H -2.41388 -0.12444 -2.02046
C 0.91088 -1.11396 -0.00516
H 1.99266 -1.37099 0.14014
O -0.46323 1.45311 1.12511
C 0.31283 -0.78502 1.34143
H 0.40256 -1.99547 -0.47417
H -1.00211 -0.46284 -3.11243
H 0.66848 -1.54178 2.15455


The following is a quantum chemistry calculation of 2 unconnected molecules or ions with the total composition C5H12NO at a distorted geometry, from the OMol25 dataset.

The calculation puts the HOMO energy at -13.999 eV. The total charge is +1. As for the calculated total energy: -8908.2807 eV. Its LUMO energy is -0.157 Ha. The frontier orbital gap is 9.7 eV.

CARTESIAN COORDINATES (ANGSTROEM)
N -0.09618 -0.02380 0.72257
H -0.08789 -2.86017 0.23766
H -2.98763 0.18587 -2.40282
C 0.79589 -0.92414 0.51207
H 1.11872 3.10902 0.00145
H 0.91027 1.85592 -1.22591
C 0.03406 1.45294 0.68358
H 2.11804 1.60905 0.15855
H -1.55952 -0.82000 -2.86372
C -2.11235 -0.36558 -1.98190
C 0.60266 -2.36163 0.95416
H 1.48576 -0.65653 -0.21882
H -0.83054 -0.28194 1.26392
H 0.01710 -2.38023 1.86020
H 0.52350 1.76205 1.59830
H 1.46396 -2.90524 1.18481
O -1.65145 -0.25571 -0.91885
C 1.12930 1.97871 -0.20713
H -0.87370 1.88142 0.64187


The following is a quantum chemistry calculation of a molecular structure, C5H12NO at a distorted geometry, from the OMol25 dataset.

The calculation puts the HOMO energy (spin up / spin down) at -14.452 / -14.451 eV. The total charge is +1. As for the calculated total energy: -8905.1958 eV. Its LUMO energy (spin up / spin down) is -0.199 / -0.199 Ha. The frontier orbital gap (spin up / spin down) is 9.0 / 9.0 eV.

CARTESIAN COORDINATES (ANGSTROEM)
H -0.79437 -1.78033 -1.26051
N 0.88486 -0.42633 0.41280
H 0.39424 2.49697 -0.36833
C -0.26328 1.83074 0.14038
H 0.09537 1.59297 1.10196
H 0.80481 -0.59687 1.45009
H -1.24037 2.34177 0.01643
C 3.17047 -0.00493 0.51113
C -1.62449 -1.64087 -0.61717
H -2.59832 -1.97228 -1.09449
H -2.49710 0.25527 -0.70531
H 3.28028 -0.24707 1.57526
H -1.97735 -0.10167 0.94447
C -0.45479 0.46203 -0.49535
H -0.14406 0.39502 -1.55507
H 4.11828 0.06619 -0.09998
O 2.03730 -0.07582 -0.05864
H -1.52153 -2.36374 0.24146
C -1.66995 -0.23104 -0.13913


The following is a quantum chemistry calculation of 2 unconnected molecules or ions with the total composition C5H12NO at a distorted geometry, from the OMol25 dataset.

The calculation puts the HOMO energy (spin up / spin down) at -14.255 / -13.634 eV. The total charge is +1. As for the calculated total energy: -8904.1150 eV. Its LUMO energy (spin up / spin down) is -0.165 / -0.178 Ha. The frontier orbital gap (spin up / spin down) is 9.8 / 8.8 eV.

CARTESIAN COORDINATES (ANGSTROEM)
H -1.98286 -0.60364 2.90777
H 1.12350 1.69953 -1.92951
H -0.30321 1.71724 -0.83764
H 0.57358 -1.22722 -2.79108
C -2.09357 0.34405 2.34310
N 0.65087 -0.18810 -0.73421
H 2.60299 0.53470 -0.16733
C 1.20277 -1.01268 -1.84367
C 1.61143 0.67370 0.03399
H -2.27719 1.20772 3.09745
H 1.24395 0.87454 1.07213
H -0.31801 -1.72730 0.54846
H -1.38632 -0.64833 -0.53953
O -1.00385 0.74002 1.73726
H 1.70059 -1.94243 -1.45375
C 0.63142 1.25786 -0.98018
H -2.92849 0.38118 1.72770
C -0.44214 -0.80509 -0.12460
H 2.01665 -0.24353 -2.13569


The following is a quantum chemistry calculation of a gas-phase ion, C5H12NO (charge +1) at a distorted geometry, from the OMol25 dataset.

The calculation puts the HOMO energy (spin up / spin down) at -10.393 / -15.010 eV. As for the spin multiplicity: 3. The total charge is +1. As for the calculated total energy: -8903.9028 eV. Its LUMO energy (spin up / spin down) is -0.111 / -0.262 Ha. The frontier orbital gap (spin up / spin down) is 7.4 / 7.9 eV.

CARTESIAN COORDINATES (ANGSTROEM)
H 0.55292 -1.92214 0.73990
H -1.04166 2.66190 -0.33371
H 0.46461 -1.20499 -1.49684
H 1.54701 0.34968 -1.60249
O -1.82889 -1.11294 0.21815
H 2.19630 -1.20680 -0.78053
H 1.58754 0.66904 0.45366
H -2.67540 -1.49581 -0.07972
H 0.19946 -0.91537 2.20463
H -1.86418 0.17139 -1.31203
H 1.86481 -1.11541 1.68373
C 1.29557 -0.58838 -1.09506
C -0.31519 0.88700 0.12955
H -2.54903 0.78507 0.13309
C -0.09618 2.15001 -0.15398
H 0.77922 2.74852 -0.07662
C -1.79093 0.23126 -0.28486
C 0.86363 -1.07493 1.36347
N 0.81039 -0.01708 0.28964


The following is a quantum chemistry calculation of 2 unconnected molecules or ions with the total composition C5H12NO2 at a distorted geometry, from the OMol25 dataset.

The calculation puts the HOMO energy at -3.064 eV. The total charge is -1. As for the calculated total energy: -10963.7842 eV. Its LUMO energy is 0.135 Ha. The frontier orbital gap is 6.7 eV.

CARTESIAN COORDINATES (ANGSTROEM)
H 1.42678 1.30408 1.34019
H 2.28545 0.35287 -0.94182
O 2.86918 -0.13050 -1.60710
O 0.46396 1.57818 2.90217
H -1.66386 0.53569 0.03101
H -2.41289 -2.00325 -1.93220
N 1.26904 0.80786 0.46594
H 0.36430 -0.74017 1.58973
H -1.12177 -1.83996 -3.17800
H -1.06755 1.96167 1.56672
H -1.66831 -1.18405 0.41190
C -0.72607 -0.76939 -1.37148
C -0.51886 1.10570 2.09357
H 3.19492 -0.87456 -1.09699
C -1.44361 -1.54641 -2.16507
H 0.82772 1.52932 -0.11532
C -1.05302 -0.38191 0.03262
H -1.34735 0.61129 2.66290
C 0.04228 0.12413 1.00885
H 0.27966 -0.44058 -1.69760


The following is a quantum chemistry calculation of 2 unconnected molecules or ions with the total composition C5H12NO3 at a distorted geometry, from the OMol25 dataset.

The calculation puts the HOMO energy at -2.885 eV. The total charge is -1. As for the calculated total energy: -13011.6206 eV. Its LUMO energy is 0.144 Ha. The frontier orbital gap is 6.8 eV.

CARTESIAN COORDINATES (ANGSTROEM)
C -0.35132 -0.03062 -1.72371
N -0.74911 -0.60717 -0.44866
O -0.69527 -2.22685 1.11591
H -0.44690 0.22066 2.32145
C -0.81220 0.88671 1.54235
H 2.00936 0.02162 0.71988
H -0.10400 -0.83945 -2.38158
C -0.32351 -1.75736 0.01783
H -0.88989 0.84848 -1.96793
H 0.33742 -2.42863 -0.56700
H -2.41520 -0.52385 0.69462
H 1.55276 -0.75692 1.86757
H 1.76336 -0.19103 -1.27220
O 2.37665 -0.56272 1.41187
H -2.08675 0.89509 -0.26722
H -0.01662 1.45361 1.04123
H -1.42293 1.68042 1.97903
H 1.44723 1.24375 -2.46111
C -1.64859 0.21472 0.45505
C 1.26561 0.76160 -1.50130
O 1.20989 1.69795 -0.57608


The following is a quantum chemistry calculation of C5H12NO3PS in the gas phase at a distorted geometry, from the OMol25 dataset.

The calculation puts the HOMO energy at -9.278 eV. As for the calculated total energy: -33135.1138 eV. Its LUMO energy is 0.019 Ha. The frontier orbital gap is 9.8 eV.

CARTESIAN COORDINATES (ANGSTROEM)
N -0.02875 -0.95275 0.00266
H -0.78020 1.13892 3.45875
H 2.45078 1.67876 -0.63512
C -0.70084 0.11978 3.41585
C 0.84434 -0.04674 -0.24242
H 1.90751 0.21523 -3.07352
H 3.90520 0.78778 -0.83362
P -1.86329 0.05864 0.72358
S -2.08357 -0.76626 2.58917
H 2.32554 1.97027 -2.83339
H 0.68504 1.03675 0.00200
C 2.70294 1.01733 -2.63168
O -1.84316 1.53744 0.75398
H 3.64641 0.82670 -3.05128
H -3.95046 -1.73183 -1.34775
H -2.20367 -2.17939 -1.03599
C 2.81608 0.76243 -1.16460
H 0.17322 0.00303 2.77743
C -3.10361 -1.81808 -0.62859
H -0.60415 -0.37538 4.37499
H -3.40756 -2.51142 0.23278
O 2.07135 -0.26369 -0.60583
O -2.95913 -0.50752 -0.24739


The following is a quantum chemistry calculation of 3 unconnected molecules or ions with the total composition C5H12NO4 at a distorted geometry, from the OMol25 dataset.

The calculation puts the HOMO energy at -10.287 eV. The total charge is +1. As for the calculated total energy: -15050.8944 eV. Its LUMO energy is -0.152 Ha. The frontier orbital gap is 6.1 eV.

CARTESIAN COORDINATES (ANGSTROEM)
C -1.12157 -0.03444 -3.51031
H 0.97436 -2.43312 4.66806
H 0.10166 -3.69495 4.68079
H -1.76488 -0.90061 -2.94555
H -3.20255 -2.22494 4.60057
C -1.03716 -2.12712 4.45235
H -0.49430 -0.57883 -4.25460
C 2.52975 3.06215 -2.41429
H -1.99541 0.58893 -4.08025
O 1.89734 2.41367 -1.61658
H 2.03688 4.83423 -1.76680
H 1.58739 0.44266 -1.92123
H 3.04218 2.61447 -3.18357
O 0.93413 0.12326 -2.45377
H -2.26997 -3.80461 4.00306
N 0.16671 -2.76976 4.24349
H -0.04897 1.84235 -1.08248
C -2.19034 -2.76016 4.32657
H -0.83960 -1.05907 4.84335
O 2.62446 4.38224 -2.39675
O -0.64856 1.50420 -1.73163
C -0.28153 0.57944 -2.46045


The following is a quantum chemistry calculation of C5H12NOP in the gas phase at a distorted geometry, from the OMol25 dataset.

The calculation puts the HOMO energy at -8.130 eV. As for the calculated total energy: -18204.8875 eV. Its LUMO energy is 0.037 Ha. The frontier orbital gap is 9.1 eV.

CARTESIAN COORDINATES (ANGSTROEM)
H 0.87383 -1.60902 -0.11265
H -0.13202 -0.76694 0.99261
H 2.19634 0.09294 -1.67953
H 3.10195 0.11752 0.55259
H -2.10447 -1.66615 0.45446
H -2.10889 1.58433 1.50865
C -1.87308 1.25853 0.52391
P -0.01039 0.48502 -1.01646
H -1.59521 -2.29178 -1.13144
C 1.77333 0.86371 -1.02121
O -0.51865 1.51845 0.32952
H 1.65415 1.03331 1.14259
N -2.58334 0.71473 -0.30654
H -1.01729 -3.04988 0.48307
C -0.12898 -1.15316 0.04053
C 2.41772 0.96278 0.40419
C -1.33889 -2.16069 -0.13932
H -3.53450 0.42804 -0.02046
H 3.00536 1.83127 0.55972
H 1.92303 1.80700 -1.56424


The following is a quantum chemistry calculation of a gas-phase ion, C5H12NOS (charge -1) at a distorted geometry, from the OMol25 dataset.

The calculation puts the HOMO energy at -2.117 eV. The total charge is -1. As for the calculated total energy: -19749.9693 eV. Its LUMO energy is 0.117 Ha. The frontier orbital gap is 5.3 eV.

CARTESIAN COORDINATES (ANGSTROEM)
H -0.79746 -2.63848 -0.69202
H 1.72970 3.24059 -0.38674
H -0.15738 1.39946 -1.93639
H 0.93075 0.50653 -0.77570
H 1.48235 -2.68291 0.12123
C -0.89579 -0.45708 -1.07713
H 1.71763 3.13939 1.38235
C -0.10778 0.93529 -1.00928
O -0.35137 -2.78412 1.75061
H -2.02649 -2.03454 1.25075
H 0.55501 4.35739 0.32118
H 1.46156 -1.23016 0.49228
H -1.11152 -0.79102 1.87100
N 1.03616 -1.78262 -0.31948
H -1.91693 -0.30243 -0.74631
C -0.39968 -1.72504 -0.19852
H -0.77214 -0.81591 -2.11844
S -0.46693 2.12664 0.36174
C 1.01243 3.31093 0.46187
C -0.92209 -1.77191 1.24699